No. 1
This record from the OMol25 dataset describes C35H28AlClF12N6O5S as an isolated structure. The level of theory is ωB97M-V with the def2-TZVPD basis set.

Summary:
**E_HOMO**: -3.02 eV
**ΔE to the lowest compared entry with this formula, charge and spin**: 4.94 kcal/mol
**Largest force on an atom**: 0.424 eV/Å
**Total charge**: -2
**Total energy**: -118502.1428 eV

Positions of all 89 atoms, in Å:
Al 0.41366 0.46850 -0.05299
C 1.33067 -2.96577 -5.37628
C 1.55127 -1.98259 -4.26076
C 2.62005 -2.10907 -3.37949
C 2.79692 -1.20200 -2.35618
C 1.93063 -0.11887 -2.17305
N 2.10141 0.74448 -1.07349
C 3.24862 1.46512 -0.96945
C 4.15423 1.55023 -2.06146
C 5.29511 2.31542 -2.04092
C 5.64134 3.07885 -0.93085
C 6.86869 3.94626 -0.90884
C 4.77469 3.01671 0.14624
C 3.61577 2.24197 0.17046
C 1.35792 2.70763 1.51339
O 0.50000 1.78521 1.15875
C 1.11723 4.04922 0.78148
F 2.01326 4.99738 1.15572
F 1.20929 3.90092 -0.54443
F -0.10965 4.52243 1.06495
C 2.85845 2.24373 1.48069
F 2.86408 0.97967 2.02835
F 3.52824 3.01741 2.39727
F 1.11113 3.04439 2.87243
C 0.82563 0.00107 -3.04255
C 0.66920 -0.92880 -4.06870
C -0.17471 1.13941 -2.78648
O -0.38661 1.35978 -1.45698
C 0.36636 2.43527 -3.46934
F -0.44911 3.48969 -3.26670
F 0.49561 2.28839 -4.81828
F 1.57917 2.77048 -3.01077
C -1.58360 0.85874 -3.41113
F -1.61805 0.85966 -4.77309
F -2.04975 -0.34628 -3.02592
F -2.48164 1.76997 -3.01044
H 2.15841 -3.67291 -5.44539
H 1.24355 -2.45874 -6.33990
H 0.41459 -3.54301 -5.22988
H 3.31009 -2.93972 -3.48526
H 3.61847 -1.31381 -1.65915
H 3.91064 1.01864 -2.96959
H 5.92557 2.33631 -2.92584
H 7.49173 3.75389 -1.78491
H 7.48533 3.76419 -0.02460
H 6.61896 5.01123 -0.91527
H 5.01076 3.60247 1.02433
H -0.16610 -0.83837 -4.74993
Cl 0.86319 -2.88261 0.64053
C 1.21527 -1.10942 0.95474
H 2.29695 -1.04882 0.84496
H 0.98115 -0.99432 2.01396
C 1.81995 0.91504 5.42751
C 0.67899 0.18046 4.80935
C 0.17245 -1.08863 5.00692
C -0.83783 -1.24002 4.03114
N -0.94925 -0.13933 3.30494
N -0.04190 0.71361 3.80622
C -1.69232 -2.43021 3.73139
H 1.98542 0.57538 6.44986
H 1.62884 1.98861 5.45027
H 2.73882 0.75819 4.85886
H 0.49913 -1.81538 5.73232
H 0.16934 1.55619 3.29009
H -1.42935 -3.26634 4.37995
H -1.54600 -2.74523 2.69765
H -2.75025 -2.20856 3.87504
O -8.04514 -3.27207 3.79567
S -8.33307 -2.28423 2.76586
O -9.65293 -2.39958 2.17107
O -7.92476 -0.93055 3.08600
C -7.20396 -2.78414 1.41707
N -7.61006 -3.76941 0.61849
C -6.77249 -4.13026 -0.34025
C -5.53276 -3.54310 -0.52363
C -5.19265 -2.53795 0.37577
N -6.03111 -2.16204 1.33888
C -3.88842 -1.82120 0.30237
C -2.80913 -2.33589 -0.40641
C -1.62868 -1.62224 -0.45571
N -1.47237 -0.45134 0.15693
C -2.50245 0.04943 0.84482
C -3.72220 -0.59693 0.94341
H -7.10561 -4.92644 -1.00097
H -4.88480 -3.84720 -1.33232
H -2.85640 -3.29207 -0.90813
H -0.77529 -2.00054 -1.00393
H -2.33313 0.99342 1.33754
H -4.53273 -0.16911 1.51602


No. 2
This record from the OMol25 dataset describes C35H28Br3I2N3O2STc as an isolated structure at a distorted geometry. The level of theory is ωB97M-V with the def2-TZVPD basis set.

Summary:
**E_HOMO (alpha / beta)**: -13.17 / -13.18 eV
**ΔE to the lowest compared entry with this formula, charge and spin**: 28.75 kcal/mol
**Largest force on an atom**: 3.526 eV/Å
**Total charge**: +2
**Total energy**: -284665.0568 eV
**Multiplicity**: 2

Positions of all 75 atoms, in Å:
Tc 0.06300 0.06560 0.03640
I -0.56370 -0.10340 2.99530
C -0.11400 1.80280 3.92140
I 1.50890 2.87310 3.01060
H 0.16080 1.61420 4.95350
H -0.99960 2.42840 3.88810
Br -6.62310 0.84960 0.26520
C -4.76250 0.58820 0.12380
C -4.22350 -0.69100 -0.01780
C -2.85410 -0.82160 -0.10400
N -2.01300 0.21320 -0.06590
C -2.52890 1.45900 0.02910
C -3.89580 1.67780 0.14290
C -1.52970 2.52380 -0.06000
C -1.86580 3.86850 -0.13040
C -0.87070 4.81230 -0.36280
Br -1.29610 6.64300 -0.45410
C 0.44000 4.36460 -0.54380
C 0.69810 3.01920 -0.41250
N -0.24230 2.09630 -0.15050
H -4.86010 -1.56000 -0.05380
H -2.41290 -1.79990 -0.22150
H -4.29730 2.67210 0.23790
H -2.88510 4.20030 -0.02620
H 1.23730 5.05440 -0.77370
H 1.70450 2.64830 -0.54550
C 2.95490 -0.65070 4.97280
C 4.35660 -0.37800 4.42620
C 4.91060 0.89510 5.09000
C 5.25860 -1.57000 4.78720
C 4.37150 -0.18360 2.92460
C 5.60660 -0.01540 2.27200
C 5.69660 0.09790 0.90380
C 4.52430 0.07930 0.16320
S 4.35870 0.12440 -1.56000
C 2.65130 0.08290 -1.36230
N 2.20620 0.05430 -0.10770
C 3.25970 0.00160 0.78360
C 3.20530 -0.15940 2.16630
C 1.71080 0.05580 -2.44310
C 2.07030 0.01580 -3.79040
C 1.08280 -0.06800 -4.75240
C -0.25230 -0.09160 -4.36750
C -0.60640 -0.01950 -3.02680
C 0.36130 0.04660 -2.03700
H 3.00030 -0.79430 6.04910
H 2.53210 -1.54940 4.52910
H 2.29230 0.18960 4.78420
H 4.84390 0.79460 6.17010
H 4.32850 1.76180 4.78520
H 5.94860 1.06620 4.82020
H 5.33810 -1.65610 5.86810
H 6.25910 -1.45840 4.38080
H 4.83490 -2.48980 4.38900
H 6.51960 0.01250 2.84470
H 6.65200 0.18620 0.41310
H 2.24460 -0.30310 2.62950
H 3.11170 0.04170 -4.06910
H 1.34860 -0.11800 -5.79690
H -1.02320 -0.16110 -5.11860
H -1.65260 -0.02530 -2.75440
Br 0.37830 -8.58780 -0.88740
C 0.12760 -6.79110 -0.31930
C -0.37410 -6.54480 0.95670
C -0.53950 -5.23910 1.37140
C -0.19310 -4.19230 0.51530
C 0.30150 -4.45270 -0.76490
C 0.46340 -5.75390 -1.18690
C -0.36270 -2.78640 0.95010
O -0.95680 -2.49830 1.99350
O 0.12150 -1.89470 0.16110
H -0.62620 -7.36990 1.60470
H -0.92460 -5.00830 2.35340
H 0.55410 -3.62630 -1.41410
H 0.84400 -5.97620 -2.17130